(1)
The following is a quantum chemistry calculation of C41H28Cl2N11O4SSeW as an isolated structure, from the OMol25 dataset.

Geometry as XYZ:
```
89
Properties=species:S:1:pos:R:3
W 0.759 0.481 0.260
N -0.266 -3.538 -1.885
C -0.155 -2.230 -1.573
S -0.959 -1.611 -0.188
N 0.582 -1.482 -2.346
N 0.578 -0.159 -1.938
C 0.747 0.701 -2.882
C 0.889 0.343 -4.306
C -0.175 -0.191 -5.020
C -0.019 -0.466 -6.369
C 1.195 -0.225 -6.995
C 2.261 0.300 -6.277
C 2.106 0.596 -4.932
C 0.735 2.104 -2.475
C 0.741 3.149 -3.380
C 0.607 4.444 -2.913
C 0.434 4.640 -1.559
C 0.429 3.547 -0.706
N 0.604 2.295 -1.144
H -0.907 -4.121 -1.379
H 0.032 -3.823 -2.804
H -1.115 -0.392 -4.524
H -0.848 -0.872 -6.933
H 1.311 -0.446 -8.047
H 3.209 0.482 -6.764
H 2.929 1.018 -4.367
H 0.825 2.937 -4.436
H 0.610 5.277 -3.602
H 0.278 5.623 -1.139
H 0.266 3.683 0.350
O 2.270 -5.344 5.109
N 2.203 -5.196 3.911
O 2.465 -6.041 3.079
C 1.638 -3.916 3.427
C 0.722 -3.339 4.232
C 0.073 -2.134 3.824
C -0.933 -1.498 4.572
C -1.504 -0.353 4.085
C -1.071 0.164 2.858
N -0.121 -0.422 2.149
C 0.450 -1.556 2.613
C 1.444 -2.157 1.784
N 1.739 -1.506 0.623
C 2.613 -2.070 -0.202
C 3.238 -3.283 0.088
C 2.979 -3.931 1.264
C 2.041 -3.370 2.155
H 0.472 -3.801 5.176
H -1.249 -1.919 5.517
H -2.278 0.169 4.627
H -1.485 1.074 2.451
H 2.834 -1.536 -1.112
H 3.941 -3.684 -0.627
H 3.475 -4.857 1.501
Cl -2.189 3.802 3.417
C -1.496 5.107 2.482
C -2.272 5.542 1.415
C -1.881 6.617 0.642
C -0.694 7.263 0.952
C 0.082 6.809 1.998
Cl 1.586 7.628 2.318
C -0.277 5.718 2.819
N 0.589 5.363 3.827
C 0.459 4.293 4.756
C -0.311 4.455 5.902
C -0.449 3.415 6.804
C 0.194 2.207 6.566
C 0.996 2.058 5.446
C 1.148 3.099 4.537
C 2.064 2.914 3.343
C 1.561 1.833 2.446
O 2.051 0.698 2.393
O 0.621 2.077 1.588
H -3.200 5.027 1.214
H -2.497 6.950 -0.179
H -0.351 8.117 0.385
H 1.300 6.049 4.024
H -0.819 5.397 6.060
H -1.056 3.547 7.689
H 0.093 1.391 7.269
H 1.526 1.125 5.282
H 3.070 2.653 3.666
H 2.105 3.832 2.756
N -1.202 1.132 0.082
C -2.157 1.644 -0.380
N -3.229 2.121 -0.805
C -3.297 3.282 -1.435
N -3.385 4.301 -1.968
Se 2.968 1.014 -0.340
```

Output
DFT total energy (Eh): -6269.38604
Lowest unoccupied orbital energy (eV): -4.3
Charge: +1
Energy above the lowest of the compared OMol25 structures with the same formula, charge and spin (kJ/mol): 0.00
F_max (Eh/bohr): 0.018

(2)
The following is a quantum chemistry calculation of C41H28F2MoN9O as an isolated structure, from the OMol25 dataset.

Geometry as XYZ:
```
82
Properties=species:S:1:pos:R:3
Mo -0.191 -0.185 -0.075
C -0.947 5.090 0.657
C -0.905 5.466 -0.679
C -0.184 4.691 -1.562
C 0.461 3.537 -1.095
N 0.395 3.158 0.177
C -0.278 3.939 1.028
N 1.200 2.828 -2.037
C 1.636 1.633 -2.078
N 1.399 0.459 -1.304
C 2.249 -0.532 -1.802
N 2.529 -1.710 -1.364
C 2.139 -2.261 -0.176
C 2.813 -3.437 0.201
C 2.625 -3.976 1.446
C 1.778 -3.314 2.337
C 1.121 -2.200 1.901
N 1.227 -1.700 0.649
C 2.938 -0.044 -3.005
C 3.780 -0.683 -3.896
C 4.259 0.065 -4.962
C 3.911 1.408 -5.115
C 3.066 2.040 -4.210
C 2.584 1.279 -3.163
H -1.479 5.675 1.396
H -1.411 6.363 -1.017
H -0.090 4.947 -2.609
H -0.283 3.630 2.070
H 3.498 -3.858 -0.519
H 3.147 -4.876 1.744
H 1.636 -3.660 3.352
H 0.475 -1.664 2.578
H 4.045 -1.726 -3.765
H 4.913 -0.400 -5.690
H 4.306 1.966 -5.956
H 2.785 3.080 -4.311
O -1.872 1.590 3.304
C -1.113 1.186 2.440
N -1.462 0.714 1.217
C -2.854 0.872 0.834
C -2.851 1.276 -0.606
C -3.891 1.974 -1.192
C -3.780 2.367 -2.513
C -2.628 2.032 -3.206
C -1.643 1.320 -2.560
N -1.732 0.943 -1.275
C 0.367 1.188 2.612
C 0.975 1.617 3.774
C 2.357 1.676 3.809
C 3.064 1.314 2.671
C 2.373 0.880 1.557
N 1.040 0.802 1.527
H -3.410 -0.062 0.955
H -3.330 1.621 1.461
H -4.768 2.212 -0.603
H -4.569 2.934 -2.990
H -2.483 2.318 -4.239
H -0.751 1.050 -3.092
H 0.348 1.902 4.608
H 2.876 2.009 4.698
H 4.144 1.366 2.644
H 2.894 0.589 0.657
F -0.208 -2.104 -5.281
C -0.576 -2.337 -4.017
C -0.262 -1.401 -3.054
C -0.607 -1.582 -1.716
C -1.274 -2.782 -1.399
C -1.598 -3.687 -2.410
F -2.304 -4.797 -2.128
C -1.258 -3.497 -3.727
C -1.631 -2.986 0.005
C -2.006 -4.212 0.559
C -2.376 -4.284 1.885
C -2.384 -3.119 2.639
C -1.951 -1.958 2.045
N -1.547 -1.875 0.767
H 0.282 -0.536 -3.408
H -1.520 -4.221 -4.488
H -2.008 -5.099 -0.052
H -2.666 -5.232 2.324
H -2.710 -3.107 3.670
H -1.937 -1.048 2.626
```

Output
DFT total energy (Eh): -2415.12427
Multiplicity: 3
Lowest unoccupied orbital energy (spin up / spin down) (eV): -3.1 / -3.6
Charge: +1
F_max (Eh/bohr): 0.017